Record 1
{
  "formula": "C6H11NO2S",
  "method": "the ωB97M-V functional and the def2-TZVPD basis",
  "symbols": ["C", "C", "C", "C", "C", "C", "N", "O", "O", "S", "H", "H", "H", "H", "H", "H", "H", "H", "H", "H", "H"],
  "positions_angstrom": [[-1.654, 3.336, -0.696], [0.666, 0.145, -1.065], [0.238, -1.894, 2.081], [-0.493, -0.627, 2.076], [-0.264, -1.303, 0.726], [1.672, -0.146, -2.129], [-0.440, 3.311, -0.369], [0.164, 2.647, -2.715], [0.902, -0.882, -0.067], [0.763, 2.698, -1.405], [-2.467, 3.668, 0.022], [-1.986, 3.095, -1.802], [-0.378, 0.340, -1.345], [1.307, -1.895, 2.092], [-0.296, -2.698, 2.576], [-1.469, -0.680, 2.384], [0.002, 0.300, 2.397], [-1.065, -1.948, 0.184], [1.705, 0.674, -2.785], [2.750, -0.177, -1.666], [1.677, -1.189, -2.491]],
  "e_above_lowest_kj_mol": 498.43,
  "max_force_ev_per_a": 3.50,
  "lumo_ev": [-0.01, -0.71],
  "multiplicity": 1,
  "energy_ha": -838.434194
}



Record 2
{
  "formula": "C2H5ClOS",
  "method": "the ωB97M-V functional and the def2-TZVPD basis",
  "symbols": ["C", "C", "O", "S", "Cl", "H", "H", "H", "H", "H"],
  "positions_angstrom": [[0.814, -1.363, 0.073], [-1.442, 0.035, 0.314], [0.455, 1.825, -0.422], [-1.002, -1.495, -0.212], [-3.104, 0.344, 0.333], [1.340, -1.672, -0.807], [1.179, -2.105, 0.937], [1.058, -0.272, 0.276], [-0.393, 2.082, 0.168], [1.095, 2.622, -0.660]],
  "e_above_lowest_kj_mol": 91.11,
  "max_force_ev_per_a": 3.96,
  "lumo_ev": [0.70, -1.52],
  "multiplicity": 3,
  "energy_ha": -1012.650402
}



Record 3
{
  "formula": "C8H15BN2O3",
  "method": "the ωB97M-V functional and the def2-TZVPD basis",
  "symbols": ["O", "C", "C", "C", "C", "N", "N", "C", "C", "C", "C", "B", "O", "O", "H", "H", "H", "H", "H", "H", "H", "H", "H", "H", "H", "H", "H", "H", "H"],
  "positions_angstrom": [[-0.128, 1.693, 1.735], [-0.311, 0.808, 0.942], [-1.711, 0.377, 0.471], [-2.331, 1.202, -0.671], [-3.279, 1.805, 0.319], [-2.802, 0.902, 1.346], [0.748, 0.046, 0.471], [2.167, 0.380, 0.927], [3.159, 0.023, -0.229], [2.287, -0.718, -1.267], [0.816, -0.665, -0.758], [0.272, -2.163, -0.557], [-0.352, -2.820, -1.628], [0.356, -2.666, 0.733], [-1.840, -0.687, 0.505], [-2.780, 0.595, -1.415], [-1.626, 1.929, -1.132], [-3.261, 2.926, 0.403], [-4.332, 1.587, 0.073], [-2.415, 1.508, 2.065], [2.418, -0.179, 1.803], [2.149, 1.427, 1.221], [3.682, 0.914, -0.654], [3.985, -0.598, 0.148], [2.450, -0.199, -2.230], [2.776, -1.663, -1.416], [0.248, -0.094, -1.503], [-0.897, -3.533, -1.235], [0.551, -2.136, 1.531]],
  "e_above_lowest_kj_mol": 0.00,
  "max_force_ev_per_a": 3.02,
  "lumo_ev": 0.44,
  "multiplicity": 1,
  "energy_ha": -673.976254,
  "smiles": "O=C([C@@H]1CCN1)N1CCC[C@H]1B(O)O"
}